44
Properties=species:S:1:pos:R:3:forces:R:3 method="wB97M-V/def2-TZVPD" molar_mass_g_mol=342.78 gap_ha=0.228 smiles="CCOP(=O)(CCCc1cc(Cl)cc2c[nH+]ccc12)OCC" charge=+1 homo_ev=-11.8 lumo_ev=-5.61
C -0.07945 -2.19302 2.45748 -0.9 -0.6 0.1
C 0.04004 -1.43804 3.90770 -0.1 -2.3 0.2
O -1.08721 -0.49932 4.01449 2.3 2.0 -2.0
P -0.66610 1.11109 3.50527 -1.2 3.4 6.0
O -0.46934 1.97222 4.85187 -0.4 -3.3 -5.7
C 0.89734 1.23802 2.41685 1.1 0.4 -1.6
C 0.62360 1.23491 0.79966 0.3 1.0 -0.4
C 2.05017 1.26100 -0.07284 -1.1 0.9 -0.9
C 1.56481 1.17294 -1.66837 -0.1 0.3 -2.3
C 1.53344 2.48486 -2.66499 -1.2 -5.2 -0.4
C 0.98950 2.21357 -4.21638 -0.2 -3.1 1.6
Cl 0.94796 3.67839 -5.37454 0.0 -2.8 2.0
C 0.49621 0.72036 -4.73041 1.3 1.3 2.9
C 0.56846 -0.57566 -3.70830 0.2 -0.3 1.1
C 0.10085 -2.11743 -4.11081 1.2 1.1 3.2
N 0.18245 -3.25388 -3.11293 1.0 3.4 0.6
C 0.71367 -3.13389 -1.68021 0.7 5.0 -0.6
C 1.20521 -1.65869 -1.16070 -1.6 -1.4 -3.8
C 1.11431 -0.35390 -2.17190 -0.2 -0.1 -0.6
O -2.03783 1.78158 2.66741 2.3 -3.3 0.2
C -2.74173 0.78163 1.84964 -2.1 -0.6 -1.7
C -3.16001 1.36441 0.34143 0.9 -0.7 -0.4
H 0.17511 -1.49451 1.55340 -0.3 -1.3 1.8
H 0.50603 -3.23210 2.41070 -1.0 2.5 0.1
H -1.22671 -2.49335 2.32104 2.5 0.7 0.4
H 1.09117 -0.98619 4.15169 -2.1 -0.6 -0.6
H -0.15191 -2.27744 4.73441 0.3 2.0 -1.8
H 1.39297 2.29530 2.66550 -1.4 -2.3 -0.2
H 1.72630 0.44030 2.63067 -1.8 1.3 0.0
H 0.06872 2.24609 0.51905 1.0 -2.3 0.6
H -0.03128 0.34812 0.40675 1.2 1.6 0.9
H 2.59234 2.30410 0.07701 -1.1 -2.3 -0.3
H 2.78694 0.40379 0.23056 -1.4 1.6 -0.8
H 1.89427 3.52725 -2.26867 -0.9 -2.3 -1.0
H 0.08194 0.55451 -5.81959 1.0 0.6 2.5
H -0.31648 -2.32302 -5.18540 0.9 0.1 2.4
H -0.15274 -4.22053 -3.39509 0.6 1.8 0.3
H 0.75496 -4.04484 -0.92696 -0.3 1.9 -2.2
H 1.62225 -1.49866 -0.07720 -1.0 -0.6 -2.4
H -3.77803 0.50119 2.37127 2.5 0.5 -0.8
H -2.14001 -0.20371 1.64414 -1.0 2.0 0.8
H -4.30700 1.56598 0.22744 2.4 -0.1 0.4
H -2.47826 2.28546 0.03945 -1.7 -1.8 0.8
H -2.89693 0.51112 -0.44958 -0.6 1.8 1.7



7
Properties=species:S:1:pos:R:3:forces:R:3 method="wB97M-V/def2-TZVPD" molar_mass_g_mol=40.07 gap_ha=0.405 smiles=C#CC homo_ev=-9.9 lumo_ev=1.12
C -1.66600 0.03905 0.03689 -0.6 -0.2 -0.5
C -0.45839 0.12542 0.01705 -2.3 -0.6 0.0
C 0.97792 0.02276 0.01648 -0.2 0.1 -1.1
H -2.76496 -0.12452 -0.08811 1.8 0.5 0.4
H 1.36803 1.01014 -0.22353 0.6 -0.2 0.1
H 1.28192 -0.73337 -0.73115 0.0 0.5 0.2
H 1.26149 -0.33949 0.97238 0.7 0.0 0.9



71
Properties=species:S:1:pos:R:3:forces:R:3 method="wB97M-V/def2-TZVPD" molar_mass_g_mol=924.92 gap_ha=0.292 charge=+2 homo_ev=-13.2 lumo_ev=-5.28
Au 2.12801 -0.41024 -0.37734 -0.2 0.3 0.0
N 5.55354 -2.28848 -1.79116 0.0 -0.1 0.0
C 6.16189 -1.08619 -1.52477 0.0 0.2 0.0
C 5.18444 -0.26386 -1.06746 0.1 0.0 -0.1
N 3.99611 -0.95534 -1.06121 0.2 -0.2 0.0
C 4.24744 -2.17966 -1.49880 -0.2 0.0 0.0
C 3.21026 -3.19298 -1.61981 0.0 0.2 0.0
N 1.95490 -2.93521 -1.32960 0.0 0.1 0.1
C 1.26870 -4.09399 -1.55481 0.1 -0.1 -0.1
C 2.12988 -5.06157 -1.98830 -0.1 0.0 0.0
N 3.36609 -4.47520 -2.02604 0.0 0.0 0.0
H 6.02336 -3.10068 -2.15533 0.0 0.0 0.0
H 7.21163 -0.92717 -1.68287 0.1 0.0 0.0
H 5.24479 0.76185 -0.75788 0.0 0.1 0.0
H 0.20625 -4.15765 -1.40892 -0.1 0.0 0.0
H 1.97545 -6.08578 -2.26967 0.0 -0.1 0.0
H 4.21307 -4.93718 -2.31142 0.0 0.0 0.0
I 1.69830 2.44900 0.80806 0.5 0.1 0.2
C 0.44069 4.03468 0.35875 -0.1 -0.3 -0.1
C 1.00496 5.28032 0.40084 -0.2 -0.1 0.0
C 0.23522 6.42121 0.11612 -0.1 -0.1 0.0
C -1.07633 6.25694 -0.21079 0.1 0.0 0.0
C -1.67141 4.97125 -0.27372 0.0 0.1 0.0
C -3.03372 4.91071 -0.63950 0.0 -0.1 0.0
C -3.67564 3.71714 -0.74528 0.1 0.0 0.0
C -2.95503 2.54744 -0.47801 0.1 0.2 0.0
C -1.62002 2.53918 -0.10149 0.0 -0.3 0.0
P -1.35224 0.70418 -0.01628 -0.5 0.2 0.1
C -1.49691 0.20074 -1.71608 0.1 -0.1 -0.2
C -0.46425 0.67355 -2.53315 0.0 -0.1 0.0
C -0.45796 0.36717 -3.88238 0.0 0.0 0.0
C -1.48852 -0.39003 -4.42134 0.0 0.0 0.0
C -2.52049 -0.84291 -3.61500 0.0 0.0 0.1
C -2.53018 -0.55590 -2.25819 0.0 0.0 0.0
C -2.56575 0.16592 1.18642 -0.1 0.1 0.1
C -3.36060 -0.97491 1.08651 0.0 -0.1 -0.1
C -4.21529 -1.30195 2.12635 0.0 0.0 0.0
C -4.26050 -0.52206 3.27143 0.0 0.0 0.0
C -3.45317 0.59949 3.38559 0.0 0.0 0.0
C -2.61595 0.95302 2.34362 0.0 0.0 -0.1
C -0.91527 3.78740 0.01449 -0.1 0.2 -0.1
H 2.04559 5.38544 0.66713 0.1 0.0 0.0
H 0.68752 7.40028 0.15877 0.0 0.0 0.0
H -1.69738 7.11194 -0.43750 0.0 0.0 0.0
H -3.55323 5.83723 -0.84150 0.0 0.0 0.0
H -4.71502 3.65207 -1.02767 0.0 0.0 0.0
H -3.50214 1.61827 -0.58185 0.0 0.0 0.0
H 0.32635 1.29130 -2.11785 0.0 0.0 0.0
H 0.34000 0.73161 -4.51357 0.0 0.0 0.0
H -1.49227 -0.61892 -5.47740 0.0 0.0 0.0
H -3.32699 -1.42167 -4.04165 0.0 0.0 0.0
H -3.34733 -0.91365 -1.64839 0.0 0.0 0.0
H -3.30365 -1.62558 0.22551 0.0 0.0 0.1
H -4.84376 -2.17632 2.04152 0.0 0.0 0.0
H -4.92715 -0.79071 4.07891 0.0 0.0 0.0
H -3.48592 1.20801 4.27742 0.0 0.0 0.0
H -2.01227 1.84885 2.42160 0.0 0.0 0.0
Cl 2.95888 -3.11572 5.63796 0.0 0.0 0.0
C 2.05034 -2.62650 4.26786 0.0 0.0 0.0
C 1.51248 -3.59452 3.42212 0.0 0.0 0.1
C 0.78228 -3.19801 2.32401 0.0 0.1 0.0
C 0.59783 -1.83611 2.06326 0.0 -0.1 0.1
C 1.13654 -0.87292 2.91908 0.0 0.0 0.0
C 1.86087 -1.26925 4.02407 0.0 -0.1 0.0
C -0.19626 -1.49661 0.89429 0.2 0.3 0.0
O -0.87903 -2.15732 0.19732 0.0 -0.1 -0.1
O -0.01391 -0.04095 0.55584 0.0 -0.3 -0.1
H 1.66691 -4.64049 3.63782 0.0 -0.1 0.0
H 0.34868 -3.93014 1.65770 0.0 0.0 0.0
H 0.97845 0.17898 2.73059 0.0 0.0 0.0
H 2.27788 -0.54081 4.70303 0.0 0.0 0.0



9
Properties=species:S:1:pos:R:3:forces:R:3 method="wB97M-V/def2-TZVPD" molar_mass_g_mol=64.09 gap_ha="0.243 / 0.219" homo_ev="-9.1 / -8.9" lumo_ev="-2.45 / -2.98"
C 0.53804 0.20970 -1.40715 -1.5 -1.8 5.6
C 0.65261 0.79279 -2.45561 0.8 2.1 -4.4
C -0.02069 0.03532 -0.07499 1.3 0.8 -4.2
C -1.09704 0.70294 0.36543 -1.3 -0.5 4.0
C 0.74266 -0.90881 0.56723 1.0 -2.7 0.3
H -1.42624 0.19763 1.31874 -0.2 1.1 -0.8
H -1.58217 1.64026 0.14841 0.1 -0.2 -1.0
H 1.07461 -1.77403 -0.05016 -0.1 0.9 0.6
H 1.11822 -0.89580 1.58811 -0.3 0.3 -0.1



13
Properties=species:S:1:pos:R:3:forces:R:3 method="wB97M-V/def2-TZVPD" molar_mass_g_mol=124.10 gap_ha=0.320 homo_ev=-9.3 lumo_ev=-0.59
H 2.71308 -1.81813 0.27102 0.3 0.3 -0.1
N 2.81075 -0.80024 0.17772 -0.7 0.1 0.1
C 1.62386 -0.38544 0.03158 0.1 0.3 -0.1
N 0.46256 -1.13868 -0.03048 -1.7 -0.2 0.0
C -0.54074 -0.32851 -0.19040 2.4 -1.0 0.1
C -1.87742 -0.79350 -0.10519 0.0 0.7 -0.4
C -3.01732 -1.11730 0.05444 -0.9 -0.1 1.3
N -0.14409 1.01058 -0.38041 1.0 -2.3 -0.4
N -0.77398 1.97887 0.29582 -0.9 0.6 1.0
O 1.28665 0.93841 -0.08887 -0.2 0.7 0.0
H -3.95218 -1.37033 0.55346 0.5 0.0 -0.9
H -1.33903 2.45431 -0.38131 -0.3 0.6 0.1
H -1.33198 1.62164 1.08663 0.4 0.4 -0.5